DFT (ωB97M-V/def2-TZVPD) results for C52H55Br2Ge2O2S8Ti as an isolated structure in a non-equilibrium geometry.

Summary:
Kohn-Sham gap (spin up / spin down): 4.58 / 4.63 eV
charge: -2
M: 1321.44 g/mol
calculated total energy: -15502.04667 hartree
2S+1: 2

Last column: Löwdin spin population.
Cartesian coordinates (Å):
Ti: -3.638 -1.279 0.529  0.83
Br: -4.490 -0.309 2.691  0.01
C: -5.303 -2.211 3.221  0.06
Br: -4.723 -3.334 1.499  0.01
H: -6.415 -2.166 3.324  0.00
H: -4.829 -2.614 4.150  0.00
O: -9.160 -2.756 -3.605  0.00
C: -8.203 -2.508 -2.878  0.00
S: -6.656 -3.325 -3.024  0.00
C: -5.898 -2.462 -1.727  0.01
C: -6.626 -1.545 -1.081  0.01
S: -5.935 -0.659 0.209  0.01
S: -8.261 -1.303 -1.601  0.00
S: -4.277 -2.747 -1.260  0.00
C: 0.991 4.409 -4.736  0.00
C: 1.044 4.235 -3.246  0.00
C: 2.258 3.988 -2.597  0.00
C: 2.311 3.830 -1.203  0.00
C: 3.645 3.540 -0.560  0.00
C: 1.116 3.917 -0.439  0.00
C: -0.116 4.171 -1.105  0.00
C: -1.435 4.320 -0.385  0.00
C: -0.132 4.323 -2.499  0.00
C: 1.163 3.795 1.043  0.00
C: 1.809 4.830 1.740  0.00
C: 1.867 4.830 3.128  0.00
C: 1.271 3.805 3.848  0.00
C: 0.617 2.756 3.188  0.00
C: 0.563 2.724 1.767  0.00
Ge: -0.241 1.175 0.855  0.01
S: -2.387 0.684 1.157  0.01
S: 0.104 0.957 -1.324  0.01
Ge: 0.352 -1.161 -0.740  0.00
S: -1.708 -1.985 -0.702  0.01
S: 0.788 -0.710 1.385  0.00
C: 1.745 -2.073 -1.791  0.00
C: 1.670 -2.102 -3.210  0.00
C: 2.708 -2.673 -3.960  0.00
C: 3.817 -3.224 -3.329  0.00
C: 3.901 -3.220 -1.941  0.00
C: 2.878 -2.658 -1.162  0.00
C: 3.028 -2.736 0.311  0.00
C: 3.955 -1.909 0.997  0.00
C: 4.806 -0.877 0.299  0.00
C: 4.087 -2.026 2.388  0.00
C: 3.322 -2.952 3.108  0.00
C: 3.465 -3.079 4.596  0.00
C: 2.415 -3.772 2.432  0.00
C: 2.259 -3.680 1.042  0.00
C: 1.293 -4.614 0.354  0.00
C: 0.533 -1.515 -3.953  0.00
C: 0.629 -0.214 -4.507  0.00
C: 1.867 0.639 -4.382  0.00
C: -0.464 0.323 -5.201  0.00
C: -1.644 -0.412 -5.362  0.00
C: -2.812 0.168 -6.105  0.00
C: -1.730 -1.705 -4.835  0.00
C: -0.650 -2.270 -4.139  0.00
C: -0.760 -3.687 -3.631  0.00
C: -0.007 1.711 4.030  0.00
C: -1.398 1.753 4.309  0.00
C: -2.304 2.852 3.806  0.00
C: -1.970 0.758 5.112  0.00
C: -1.186 -0.270 5.649  0.00
C: -1.804 -1.333 6.509  0.00
C: 0.189 -0.297 5.393  0.00
C: 0.791 0.687 4.596  0.00
C: 2.281 0.636 4.361  0.00
H: 1.997 4.311 -5.197  0.00
H: 0.591 5.416 -4.980  0.00
H: 0.326 3.639 -5.179  0.00
H: 3.167 3.916 -3.183  0.00
H: 4.459 3.471 -1.312  0.00
H: 3.593 2.570 -0.022  0.00
H: 3.922 4.342 0.152  0.00
H: -1.354 4.226 0.713  0.00
H: -2.145 3.547 -0.747  0.00
H: -1.858 5.325 -0.598  0.00
H: -1.069 4.520 -3.007  0.00
H: 2.260 5.655 1.203  0.00
H: 2.366 5.638 3.648  0.00
H: 1.315 3.828 4.930  0.00
H: 2.657 -2.686 -5.042  0.00
H: 4.612 -3.663 -3.918  0.00
H: 4.766 -3.667 -1.466  0.00
H: 4.628 -0.825 -0.793  0.00
H: 5.879 -1.107 0.464  0.00
H: 4.583 0.127 0.720  0.00
H: 4.790 -1.390 2.913  0.00
H: 4.219 -2.369 4.997  0.00
H: 3.784 -4.111 4.853  0.00
H: 2.490 -2.869 5.083  0.00
H: 1.833 -4.492 2.996  0.00
H: 0.797 -5.298 1.075  0.00
H: 1.839 -5.234 -0.388  0.00
H: 0.501 -4.045 -0.166  0.00
H: 2.683 0.153 -3.811  0.00
H: 1.611 1.579 -3.861  0.00
H: 2.254 0.883 -5.393  0.00
H: -0.393 1.320 -5.618  0.00
H: -2.597 1.196 -6.467  0.00
H: -3.696 0.211 -5.434  0.00
H: -3.051 -0.470 -6.981  0.00
H: -2.640 -2.275 -4.979  0.00
H: -1.751 -4.131 -3.860  0.00
H: -0.606 -3.729 -2.537  0.00
H: 0.019 -4.312 -4.116  0.00
H: -1.781 3.601 3.180  0.00
H: -2.743 3.388 4.673  0.00
H: -3.135 2.425 3.210  0.00
H: -3.032 0.790 5.324  0.00
H: -2.898 -1.179 6.628  0.00
H: -1.336 -1.317 7.516  0.00
H: -1.639 -2.329 6.047  0.00
H: 0.790 -1.089 5.825  0.00
H: 2.748 -0.230 4.872  0.00
H: 2.756 1.557 4.757  0.00
H: 2.501 0.560 3.277  0.00
O: -3.768 0.057 -0.908  0.02
H: -2.842 0.392 -1.019  0.00
H: -4.258 0.814 -0.499  0.01
H: -2.514 -2.081 1.621  -0.02